# 1
The following is a quantum chemistry calculation of C33H44Cl2N7O8P2Tl as an isolated structure, from the OMol25 dataset.

Atoms and positions in Å:
Tl  -0.583  -0.888  0.115
C  0.884  2.596  -1.359
N  -0.441  3.192  -1.508
C  -0.396  4.605  -1.825
P  -1.742  2.372  -0.926
O  -1.507  1.551  0.289
O  0.434  4.512  1.342
P  1.066  3.500  2.252
O  1.752  2.292  1.694
N  0.002  2.962  3.451
C  -0.533  1.614  3.396
C  -0.922  3.932  3.989
N  2.160  4.403  3.230
C  2.988  3.597  4.102
C  2.932  5.408  2.529
N  -2.933  3.544  -0.755
C  -4.311  3.068  -0.748
C  -2.676  4.420  0.398
H  1.423  2.698  -2.307
H  0.804  1.537  -1.117
H  1.438  3.071  -0.550
H  0.208  4.745  -2.729
H  0.058  5.164  -0.999
H  -1.396  4.985  -2.020
H  0.223  0.940  3.001
H  -1.420  1.537  2.756
H  -0.802  1.287  4.408
H  -0.443  4.910  4.037
H  -1.223  3.640  5.003
H  -1.834  4.026  3.381
H  2.370  2.855  4.608
H  3.464  4.233  4.860
H  3.780  3.064  3.553
H  2.273  5.969  1.869
H  3.743  4.973  1.921
H  3.392  6.094  3.251
H  -4.546  2.509  -1.652
H  -4.975  3.935  -0.709
H  -4.527  2.431  0.119
H  -1.605  4.562  0.565
H  -3.088  3.981  1.314
H  -3.154  5.390  0.226
Cl  2.206  -2.588  -4.758
C  1.008  -1.324  -4.719
C  0.761  -0.608  -5.865
C  -0.207  0.404  -5.853
Cl  -0.473  1.264  -7.366
C  -0.928  0.728  -4.729
C  -1.950  1.759  -4.675
C  -2.611  2.003  -3.544
C  -2.307  1.258  -2.285
N  -1.267  0.257  -2.370
C  -0.668  0.010  -3.505
C  0.330  -1.095  -3.477
O  0.545  -1.747  -2.441
H  1.307  -0.825  -6.772
H  -2.166  2.322  -5.574
H  -3.368  2.780  -3.511
H  -3.193  0.746  -1.878
O  -2.619  -1.941  1.829
N  -3.733  -2.209  1.353
N  -3.861  -1.942  0.084
O  -2.918  -1.434  -0.668
C  -5.116  -2.216  -0.508
C  -6.198  -2.706  0.226
C  -7.402  -2.946  -0.413
C  -7.551  -2.704  -1.775
C  -6.470  -2.218  -2.495
C  -5.254  -1.973  -1.872
H  -6.080  -2.890  1.283
H  -8.238  -3.326  0.163
H  -8.498  -2.894  -2.266
H  -6.566  -2.027  -3.557
H  -4.393  -1.603  -2.410
C  3.581  -0.181  2.029
C  3.041  -1.570  1.916
O  2.460  -2.163  2.775
H  3.860  0.005  3.064
H  2.790  0.540  1.771
H  4.422  -0.002  1.362
C  5.517  -2.796  0.520
C  4.353  -2.031  -0.014
O  3.174  -2.179  0.676
C  4.385  -1.253  -1.190
C  5.564  -1.181  -1.971
C  5.603  -0.412  -3.117
C  4.482  0.306  -3.524
C  3.317  0.247  -2.764
C  3.258  -0.516  -1.618
H  5.224  -3.322  1.428
H  6.363  -2.141  0.756
H  5.876  -3.540  -0.199
H  6.442  -1.738  -1.670
H  6.513  -0.376  -3.705
H  4.509  0.896  -4.431
H  2.436  0.788  -3.085
H  2.340  -0.579  -1.052

Cartesian forces, eV/Å:
-0.1 -0.2 0.0
0.0 0.0 0.0
0.0 0.0 0.1
0.0 0.0 0.0
0.0 0.0 0.0
0.1 0.0 0.0
0.0 0.0 0.0
0.0 0.0 0.0
0.1 0.1 0.0
0.0 0.0 0.0
0.0 0.0 0.0
0.0 0.0 0.0
0.0 0.0 0.0
0.0 0.0 0.0
0.0 0.0 0.0
0.0 0.0 0.0
0.0 0.0 0.0
0.0 0.0 0.0
0.0 0.0 0.0
0.0 0.0 0.0
0.0 0.0 0.0
0.0 0.0 0.0
0.0 0.0 0.0
0.0 0.0 0.0
0.0 0.0 0.0
0.0 0.0 0.0
0.0 0.0 0.0
0.0 0.0 0.0
0.0 0.0 0.0
0.0 0.0 0.0
0.0 0.0 0.0
0.0 0.0 0.0
0.0 0.0 0.0
0.0 0.0 0.0
0.0 0.0 0.0
0.0 0.0 0.0
0.0 0.0 0.0
0.0 0.0 0.0
0.0 0.0 0.0
0.0 0.0 0.0
0.0 0.0 0.0
0.0 0.0 0.0
0.0 0.0 0.0
0.0 0.0 0.0
0.0 0.0 0.0
0.0 0.0 0.0
0.0 0.0 0.0
0.0 0.0 0.0
0.0 0.0 0.0
0.0 0.0 0.0
0.0 0.0 0.0
0.0 0.0 0.0
0.0 0.0 0.0
0.0 0.0 0.0
0.0 0.0 0.0
0.0 0.0 0.0
0.0 0.0 0.0
0.0 0.0 0.0
0.0 0.0 0.0
0.0 0.0 0.0
0.0 0.0 0.0
0.0 0.0 0.0
0.0 0.0 0.0
0.0 0.0 0.0
0.0 0.0 0.0
0.0 0.0 0.0
0.0 0.0 0.0
0.0 0.0 0.0
0.0 0.0 0.0
0.0 0.0 0.0
0.0 0.0 0.0
0.0 0.0 0.0
0.0 0.0 0.0
0.0 0.0 0.0
0.0 0.0 0.0
0.0 0.1 0.0
-0.1 0.0 0.0
0.0 0.0 0.0
0.0 0.0 0.0
0.0 0.0 0.0
0.0 0.0 0.0
0.0 0.0 0.0
0.1 0.0 0.0
0.0 0.0 0.0
0.0 0.0 0.0
0.0 0.0 0.0
0.0 0.0 0.0
0.0 0.0 0.0
0.0 0.0 0.0
0.0 0.0 0.0
0.0 0.0 0.0
0.0 0.0 0.0
0.0 0.0 0.0
0.0 0.0 0.0
0.0 0.0 0.0
0.0 0.0 0.0
0.0 0.0 0.0

electronic energy = -4044.79614 Ha
HOMO-LUMO gap (alpha / beta) = 6.6359 / 5.6422 eV
charge = -2
energy relative to the best compared isomer or geometry (same formula, charge and spin) = 36.89 kcal per mole

***

# 2
The following is a quantum chemistry calculation of C33H44MoN4P2 as an isolated structure in a non-equilibrium geometry, from the OMol25 dataset.

Atoms and positions in Å:
Mo  -0.137  -0.590  -0.999
C  0.356  -1.166  1.318
C  1.005  -1.909  0.305
C  0.544  -3.320  -0.022
C  -0.544  -3.514  -1.092
C  -1.403  -2.333  -1.436
C  -2.021  -1.498  -0.458
C  -2.127  -1.876  1.002
C  -0.945  -1.489  1.944
C  0.066  -0.079  -2.969
H  0.893  -0.326  1.763
H  2.079  -1.725  0.179
H  0.205  -3.804  0.912
H  1.439  -3.883  -0.346
H  -0.063  -3.878  -2.017
H  -1.163  -4.373  -0.777
H  -1.820  -2.327  -2.441
H  -2.853  -0.893  -0.823
H  -2.329  -2.954  1.112
H  -3.022  -1.365  1.402
H  -1.270  -0.604  2.529
H  -0.841  -2.300  2.694
H  0.005  1.029  -2.893
H  -0.703  -0.480  -3.644
H  1.073  -0.398  -3.292
P  -0.909  -6.406  -3.901
P  1.892  -6.952  -1.902
N  -2.641  -6.700  -3.857
N  -0.796  -6.987  -5.660
N  1.117  -7.554  -0.413
N  3.417  -7.809  -1.592
C  -0.421  -8.045  -3.184
C  1.105  -8.197  -3.035
C  -3.577  -5.672  -3.690
C  -4.855  -6.210  -3.766
C  -4.712  -7.611  -4.027
C  -3.350  -7.888  -4.058
C  -0.223  -6.206  -6.665
C  -0.218  -6.923  -7.862
C  -0.835  -8.187  -7.600
C  -1.147  -8.208  -6.240
C  0.537  -6.643  0.477
C  -0.184  -7.330  1.438
C  -0.041  -8.722  1.153
C  0.712  -8.829  -0.010
C  3.674  -9.043  -0.983
C  5.007  -9.380  -1.174
C  5.597  -8.332  -1.959
C  4.606  -7.400  -2.222
H  -0.791  -8.864  -3.815
H  -0.902  -8.160  -2.201
H  1.350  -9.211  -2.682
H  1.605  -8.056  -4.007
H  -3.222  -4.663  -3.544
H  -5.780  -5.661  -3.671
H  -5.500  -8.330  -4.201
H  -2.849  -8.834  -4.204
H  0.121  -5.213  -6.424
H  0.189  -6.587  -8.806
H  -1.042  -8.983  -8.305
H  -1.572  -9.015  -5.663
H  0.737  -5.598  0.345
H  -0.753  -6.878  2.242
H  -0.437  -9.551  1.724
H  1.011  -9.721  -0.549
H  2.918  -9.569  -0.424
H  5.486  -10.269  -0.794
H  6.627  -8.282  -2.282
H  4.616  -6.469  -2.768
C  0.720  3.202  2.780
C  0.035  3.362  1.418
C  -1.365  3.922  1.677
C  0.852  4.328  0.556
C  -0.095  2.104  0.713
C  -0.256  1.165  -0.073
H  0.802  4.199  3.241
H  1.724  2.775  2.687
H  0.122  2.567  3.445
H  -1.265  4.953  2.042
H  -1.980  3.914  0.772
H  -1.868  3.323  2.445
H  1.896  3.998  0.486
H  0.452  4.401  -0.462
H  0.817  5.318  1.028

Cartesian forces, eV/Å:
-0.8 0.2 -1.6
2.0 -0.6 -0.2
-0.4 -0.2 1.8
0.3 -0.6 0.4
0.1 -0.9 -0.6
-0.4 0.7 0.7
-0.3 -0.2 -0.6
-0.4 0.0 0.6
-1.1 0.6 0.4
0.8 0.3 -0.3
0.0 -0.3 -0.1
-0.3 0.3 -0.1
0.2 0.4 -0.2
-0.3 0.3 0.2
-0.1 0.3 0.2
0.0 0.3 -0.1
0.1 0.1 0.1
0.2 -0.1 0.0
0.1 0.3 -0.3
0.4 -0.3 -0.1
0.3 -0.5 -0.3
0.4 0.3 -0.4
0.2 -0.5 -0.4
0.1 0.1 0.3
-0.3 0.3 -0.2
-2.0 -2.4 -3.0
-1.5 -1.8 1.7
-0.2 0.4 0.7
1.0 0.6 0.5
-0.3 1.0 -0.3
1.4 -0.3 -0.9
0.4 0.0 0.6
0.4 0.2 -0.3
-0.6 -0.8 0.0
1.2 0.2 -0.2
1.4 0.2 0.1
-0.9 0.5 0.2
-0.1 -0.9 -0.5
-0.2 0.4 1.0
0.1 0.5 1.4
0.3 0.2 -0.8
-0.2 -0.9 0.4
0.6 0.3 -0.7
0.5 0.3 -1.1
-0.3 0.0 0.7
-0.7 1.6 -0.5
2.0 1.5 -1.5
0.3 -2.7 1.4
-2.3 -0.2 1.1
0.2 0.4 0.2
0.1 0.1 -0.2
0.0 0.3 -0.1
-0.2 -0.2 0.1
-0.2 0.0 0.0
0.1 0.0 0.0
0.1 0.1 0.1
-0.2 0.2 0.1
0.0 0.0 -0.1
-0.2 0.0 0.2
0.1 0.2 0.2
0.0 0.2 -0.3
-0.1 -0.1 0.1
0.2 -0.1 -0.1
0.0 0.1 -0.2
-0.3 0.2 0.1
0.0 0.1 0.0
0.1 0.1 0.0
-0.1 0.0 0.0
0.1 0.0 -0.1
0.2 -0.1 0.3
0.1 0.3 0.5
-0.4 0.1 0.0
0.2 0.2 -0.3
-0.1 -0.5 -1.0
-0.7 0.2 1.4
0.0 -0.4 -0.1
-0.1 0.1 0.0
0.1 0.1 -0.1
-0.1 -0.3 -0.1
0.1 0.1 0.1
0.0 0.2 -0.2
-0.2 0.1 0.0
0.0 0.1 0.2
0.1 -0.2 -0.2

electronic energy = -2252.94173 Ha
HOMO-LUMO gap (alpha / beta) = 4.7147 / 2.5474 eV
spin multiplicity = 3
charge = +2
expectation value of S² = 2.16

***

# 3
The following is a quantum chemistry calculation of C33H45Cl6N4O5Zr as an isolated structure in a non-equilibrium geometry, from the OMol25 dataset.

Atoms and positions in Å:
Zr  0.232  0.265  -0.566
C  2.299  -3.253  2.825
C  1.962  -1.846  3.248
C  0.675  -1.545  3.982
C  -0.693  -2.130  3.586
C  -0.760  -3.653  3.763
C  -1.688  -1.497  4.564
N  -0.995  -1.717  2.190
C  -2.336  -2.062  1.728
C  -2.690  -1.486  0.362
N  -2.272  -0.099  -0.020
C  -2.561  -0.047  -1.480
C  -1.604  -0.923  -2.301
O  -1.843  -1.170  -3.450
O  -0.538  -1.323  -1.619
C  -3.118  0.978  0.627
C  -3.741  0.602  1.966
C  -2.436  2.357  0.656
C  -1.290  2.706  1.629
C  -0.924  4.169  1.368
C  -1.596  2.570  3.123
N  -0.146  1.791  1.288
C  1.239  2.155  1.430
C  2.057  1.048  0.812
N  1.875  -1.616  0.556
C  2.705  -1.891  -0.603
C  2.896  -0.801  -1.658
O  3.846  -0.767  -2.394
O  1.893  0.054  -1.698
H  2.302  -3.897  3.709
H  3.297  -3.284  2.387
H  1.609  -3.650  2.090
H  2.791  -1.442  3.844
H  0.555  -0.446  3.994
H  0.851  -1.797  5.032
H  -0.359  -3.948  4.734
H  -0.207  -4.184  2.991
H  -1.796  -3.992  3.724
H  -1.390  -1.737  5.585
H  -2.701  -1.875  4.437
H  -1.702  -0.409  4.471
H  -0.323  -2.193  1.586
H  0.690  -0.518  1.721
H  -3.055  -1.746  2.474
H  -2.467  -3.147  1.621
H  -3.776  -1.566  0.233
H  -2.247  -2.139  -0.385
H  -2.488  0.981  -1.826
H  -3.584  -0.381  -1.684
H  -3.969  1.125  -0.049
H  -3.015  0.270  2.700
H  -4.493  -0.176  1.851
H  -4.251  1.479  2.366
H  -3.235  3.080  0.846
H  -2.067  2.591  -0.349
H  -1.770  4.792  1.656
H  -0.733  4.364  0.312
H  -0.090  4.495  2.000
H  -2.520  3.087  3.377
H  -0.792  3.022  3.709
H  -1.692  1.533  3.435
H  -0.254  0.964  1.897
H  1.528  2.612  2.391
H  1.386  4.184  0.689
H  1.967  0.332  2.967
H  3.443  -0.468  2.061
H  2.085  -2.632  -1.126
H  3.660  -2.381  -0.404
Cl  6.958  1.879  -1.191
C  5.365  2.318  -0.763
C  4.565  1.402  -0.063
Cl  5.262  -0.078  0.463
C  3.248  1.727  0.260
Cl  2.089  -0.519  1.854
C  2.890  3.024  -0.040
O  1.542  3.262  0.397
C  3.618  3.971  -0.699
Cl  2.941  5.529  -0.950
C  4.900  3.594  -1.096
Cl  5.882  4.715  -1.931
Cl  -4.004  6.183  -3.458
C  -2.827  4.955  -3.123
C  -1.710  5.261  -2.363
C  -0.785  4.266  -2.087
C  -0.948  2.952  -2.534
C  0.032  1.893  -2.171
C  -2.049  2.699  -3.360
C  -2.986  3.682  -3.646
H  -1.561  6.273  -2.011
H  0.117  4.528  -1.540
H  1.027  2.341  -2.051
H  0.163  1.200  -3.013
H  -2.158  1.726  -3.826
H  -3.828  3.467  -4.290

Cartesian forces, eV/Å:
0.8 -0.6 -0.6
0.0 0.0 0.0
0.2 0.0 -0.1
0.0 0.0 0.0
0.0 0.0 0.0
0.0 0.0 0.0
0.0 0.0 0.0
0.0 0.0 0.0
0.0 0.0 0.1
0.0 0.0 -0.1
0.0 0.0 0.1
-0.1 -0.1 0.0
-0.1 0.0 0.1
0.0 0.0 0.0
0.0 0.1 -0.1
0.0 0.0 0.0
0.0 0.0 0.0
0.0 0.0 0.0
0.0 0.0 0.0
0.0 0.0 0.0
0.0 0.0 0.0
-0.1 -0.1 0.1
-0.1 -0.1 0.1
0.0 0.1 0.1
-1.2 0.8 -0.8
0.3 -0.3 0.3
-0.1 0.0 0.1
0.1 0.0 0.0
0.1 -0.1 -0.3
0.0 0.0 0.0
0.0 0.0 0.0
0.0 0.0 0.0
0.0 0.0 0.1
0.0 0.0 0.0
0.0 0.0 0.0
0.0 0.0 0.0
0.0 0.0 0.0
0.0 0.0 0.0
0.0 0.0 0.0
0.0 0.0 0.0
0.0 0.0 0.0
0.0 0.0 0.0
0.0 0.1 0.4
0.0 0.0 0.0
0.0 0.0 0.0
0.0 0.0 0.0
0.0 0.0 0.0
0.0 0.0 -0.1
0.0 0.0 0.0
0.0 0.0 0.0
0.0 0.0 0.0
0.0 0.0 0.0
0.0 0.0 0.0
0.0 0.0 0.0
0.0 0.0 0.0
0.0 0.0 0.0
0.0 0.0 0.1
0.0 0.0 0.0
0.0 0.0 0.0
0.0 0.0 0.0
0.0 0.0 0.0
-0.1 0.0 0.0
0.0 0.0 0.0
0.0 0.0 0.0
0.2 0.0 0.0
0.0 -0.2 -0.3
0.1 -0.1 0.0
0.1 0.1 0.0
0.0 0.0 0.0
0.0 0.0 0.0
-0.1 0.0 0.0
0.0 -0.1 0.0
0.0 0.0 0.1
0.0 0.2 0.7
0.0 0.0 0.0
0.1 0.0 0.0
0.0 0.0 0.0
0.0 0.0 0.0
0.0 0.0 0.0
0.0 0.0 0.0
0.0 0.0 0.0
0.0 0.0 0.0
0.0 0.0 0.0
0.0 0.0 0.0
0.0 0.0 0.0
0.0 0.1 -0.1
0.0 0.0 0.0
0.0 0.0 0.0
0.0 0.0 0.0
0.0 0.0 -0.1
0.0 0.0 0.0
0.0 0.0 0.0
0.0 0.0 0.0
0.0 0.0 0.0

electronic energy = -4687.25476 Ha
HOMO-LUMO gap = 6.7563 eV
charge = +1
energy relative to the best compared isomer or geometry (same formula, charge and spin) = 0.00 kcal per mole

***

# 4
The following is a quantum chemistry calculation of C33H45CoN5O as an isolated structure in a non-equilibrium geometry, from the OMol25 dataset.

Atoms and positions in Å:
Co  1.026  0.183  -0.727
N  0.708  -3.471  4.002
N  0.428  -2.334  -1.887
C  1.523  2.141  -0.960
C  2.687  1.337  -0.585
C  2.595  1.122  0.834
C  3.701  0.684  1.709
H  4.418  0.067  1.162
H  3.320  0.103  2.550
H  4.242  1.556  2.107
C  1.367  1.615  1.297
C  1.031  1.777  2.729
H  1.592  2.609  3.188
H  1.297  0.849  3.248
H  -0.034  1.956  2.900
C  0.621  2.113  0.183
C  -0.734  2.729  0.291
H  -1.349  2.123  0.973
H  -1.249  2.749  -0.676
H  -0.705  3.759  0.690
C  3.819  0.914  -1.446
H  4.668  1.615  -1.405
H  3.483  0.811  -2.486
H  4.179  -0.073  -1.121
C  1.378  2.943  -2.195
H  0.333  3.244  -2.342
H  1.682  2.368  -3.080
H  2.000  3.851  -2.152
C  -0.136  -4.477  4.083
H  -0.092  -5.108  4.985
C  -1.096  -4.730  3.079
H  -1.814  -5.529  3.254
C  -1.051  -4.005  1.878
H  -1.795  -4.164  1.092
C  -0.043  -3.073  1.697
H  0.113  -2.501  0.779
C  0.793  -2.746  2.837
C  1.629  -1.633  3.013
H  2.394  -1.530  2.218
C  0.499  -1.023  -2.085
C  0.289  -2.962  -3.103
H  0.232  -4.030  -3.181
C  0.263  -2.025  -4.102
H  0.140  -2.140  -5.169
N  0.389  -0.790  -3.478
C  0.204  0.452  -4.167
C  1.142  0.845  -5.139
C  0.844  1.977  -5.918
H  1.552  2.290  -6.691
C  -0.351  2.696  -5.746
C  -0.709  3.847  -6.649
H  -1.307  4.589  -6.099
H  -1.313  3.507  -7.507
H  0.192  4.336  -7.045
C  -1.208  2.333  -4.708
H  -2.116  2.919  -4.516
C  -0.953  1.208  -3.922
C  -1.897  0.778  -2.857
H  -2.298  -0.227  -3.027
H  -2.737  1.474  -2.810
H  -1.426  0.784  -1.866
C  2.422  0.082  -5.296
H  2.269  -0.924  -5.716
H  2.958  -0.027  -4.339
H  3.088  0.624  -5.979
C  -3.489  -0.601  2.023
N  -3.197  -0.944  3.395
C  -4.329  -1.198  4.262
C  -1.885  -0.711  3.740
O  -1.174  -0.169  2.872
N  -1.330  -1.102  4.938
C  -1.963  -1.828  6.019
C  0.034  -0.704  5.160
H  -4.538  -0.840  1.829
H  -2.839  -1.177  1.350
H  -3.307  0.468  1.834
H  -4.469  -2.272  4.450
H  -4.244  -0.660  5.216
H  -5.222  -0.840  3.740
H  -1.271  -2.603  6.378
H  -2.198  -1.147  6.854
H  -2.877  -2.325  5.685
H  0.697  -0.923  4.283
H  0.089  0.386  5.339
H  0.416  -1.245  6.033

Cartesian forces, eV/Å:
-0.4 -0.1 1.5
0.0 -0.7 0.4
0.1 -0.5 -0.1
0.4 -0.9 0.9
-0.6 1.6 0.4
-0.5 0.2 -0.7
0.3 -0.3 0.3
0.1 0.0 0.1
0.2 0.1 0.1
0.0 -0.1 0.0
0.0 0.0 -0.9
-0.2 -0.4 0.6
0.0 0.0 -0.2
-0.1 0.2 0.1
0.2 -0.1 -0.1
1.1 0.7 -0.4
-0.2 0.2 0.2
0.1 0.2 -0.1
0.1 0.1 0.1
-0.1 -0.1 -0.1
0.4 0.1 -0.2
0.1 -0.1 -0.2
0.2 0.1 0.2
0.0 0.2 -0.1
-0.2 -0.1 -0.5
0.2 0.0 -0.1
0.0 0.3 0.1
-0.1 0.0 0.0
-1.0 0.1 -1.1
-0.1 0.2 -0.2
0.1 -0.7 1.0
0.0 0.1 -0.2
0.6 0.6 -0.2
0.3 -0.1 0.2
0.0 0.2 0.7
-0.2 -0.3 0.2
-0.1 -0.1 0.3
1.5 -0.3 -1.7
-0.5 0.1 0.0
-0.4 -0.2 -1.1
0.1 1.0 -0.2
-0.1 -0.2 -0.1
-0.1 -0.4 0.1
0.0 0.1 0.0
-0.1 -0.3 0.1
0.1 -0.4 -0.1
-0.8 0.3 0.2
-0.3 -0.2 0.1
-0.2 -0.1 0.2
0.5 -0.2 0.2
0.0 0.2 -0.1
0.2 -0.1 -0.2
0.2 0.1 0.2
-0.2 -0.1 0.1
0.1 -0.2 -0.1
0.3 -0.2 -0.1
0.4 -0.2 -0.3
-0.6 0.2 0.5
0.2 0.0 0.0
-0.1 0.0 -0.1
0.1 -0.2 -0.2
0.5 0.0 -0.3
0.0 0.3 0.2
-0.4 -0.1 -0.3
-0.1 -0.1 0.1
0.1 0.1 -0.5
-0.6 -0.2 0.5
0.1 0.1 -0.1
1.7 0.2 -0.8
-0.9 -0.4 1.2
-1.3 -0.1 -0.4
-0.1 0.0 -0.3
0.4 0.8 0.6
0.1 0.0 -0.1
-0.2 0.2 0.1
-0.1 -0.3 -0.1
-0.1 0.2 0.1
-0.1 -0.2 -0.2
0.1 0.0 0.2
-0.2 0.2 -0.1
0.0 -0.2 0.0
0.3 0.0 0.2
-0.2 0.1 0.5
0.0 -0.2 0.2
0.0 0.1 -0.2

electronic energy = -3016.04287 Ha
HOMO-LUMO gap (alpha / beta) = 3.9964 / 4.2072 eV
spin multiplicity = 4
charge = -2
expectation value of S² = 3.78